DFT (wB97M-V/def2-TZVPD) results for a 5-piece molecular cluster, CH12O5 overall in a non-equilibrium geometry.

Each atom is followed by the atoms it is bonded to, with distances in Å.
Element x y z (Å)
1 O 2.080 -1.678 0.010  H14 0.941, H15 0.978
2 O -2.056 0.486 0.769  H12 0.949, H18 0.983
3 O 0.496 -0.008 1.664  C6 1.466, H13 0.952
4 O 0.147 -1.272 -2.037  H8 0.951, H9 0.963
5 O -2.107 0.762 -1.889  H7 0.966, H16 0.934
6 C 1.408 1.097 1.352  O3 1.466, H10 1.091, H11 1.083, H17 1.091
7 H -2.178 0.662 -0.931  O5 0.966
8 H -0.229 -1.161 -2.904  O4 0.951
9 H -0.465 -0.894 -1.397  O4 0.963
10 H 0.750 1.967 1.374  C6 1.091
11 H 2.165 1.085 2.125  C6 1.083
12 H -2.717 0.333 1.433  O2 0.949
13 H 1.112 -0.734 1.659  O3 0.952
14 H 1.810 -2.580 -0.002  O1 0.941
15 H 1.463 -1.227 -0.601  O1 0.978
16 H -2.240 1.654 -2.130  O5 0.934
17 H 1.733 1.074 0.311  C6 1.091
18 H -1.171 0.434 1.193  O2 0.983

## Properties
Gap between HOMO and LUMO in eV: 11.55
SMILES string: CO.O.O.O.O
LUMO level in hartree: 0.02518
E_HOMO in eV: -10.9
Energy relative to the best compared isomer or geometry (same formula, charge and spin) in kcal per mole: 8.9
Strongest force on any atom in eV Å⁻¹: 2.05